C7H16N | the ωB97M-V functional and the def2-TZVPD basis

Structure (XYZ):
```
24
Properties=species:S:1:pos:R:3:forces:R:3
N -3.35845 -0.16272 0.22132 0.37 -0.60 -0.62
C -2.00120 -0.55546 -0.27983 -0.83 -0.16 0.30
C 2.67773 0.61265 0.00451 -0.20 0.02 0.19
C -1.43854 -1.61161 0.28604 0.12 0.39 -0.10
C 2.65913 1.67891 -1.05119 -0.05 -0.27 0.15
C -1.49986 0.41939 -1.29081 0.35 -0.23 0.15
C 1.65497 -0.99126 1.62857 0.23 0.11 0.15
C 1.60249 0.08718 0.58610 0.35 0.16 -0.08
H 1.63577 1.93015 -1.32646 -0.03 0.12 0.03
H 0.84015 -0.90413 2.34663 -0.05 -0.01 -0.03
H -3.26064 0.68944 0.84412 -0.17 0.33 0.27
H 0.62896 0.47545 0.31381 -0.08 -0.07 -0.07
H -4.00105 0.06645 -0.57005 -0.05 0.08 0.09
H 1.61482 -1.99005 1.18805 -0.09 -0.01 -0.01
H 3.65734 0.27977 0.33950 0.03 -0.08 -0.09
H -0.39306 -1.82720 0.13773 0.02 -0.19 -0.35
H -3.81182 -0.92232 0.76869 0.05 0.16 0.05
H -1.40612 1.41037 -0.83587 -0.06 0.05 -0.09
H 3.16968 1.33441 -1.95194 0.07 0.05 -0.02
H -2.20553 0.47587 -2.11866 -0.01 0.10 0.00
H 3.17295 2.57243 -0.69404 -0.03 0.07 -0.10
H -0.53228 0.10908 -1.68490 0.00 -0.02 0.06
H -1.99766 -2.24799 0.95463 0.05 0.04 0.13
H 2.59220 -0.92883 2.18406 0.00 -0.05 -0.01
```
Positions in Å, forces in eV/Å.

Results
**HOMO energy (alpha / beta)**: -3.699 / -9.380 eV
**Kohn-Sham gap (alpha / beta)**: 4.68 / 10.12 eV
**Spin multiplicity**: 2
**E**: -9004.19420 eV
**Energy relative to the best compared isomer or geometry (same formula, charge and spin)**: 241.6 kJ/mol

Here are the natural (NBO) charges for atoms 1 to 4, given in e: -1.106 0.101 -0.172 -0.401